Computed, not measured: 2 unconnected molecules or ions with the total composition C5H12N in a non-equilibrium geometry, with wB97M-V/def2-TZVPD.

Structure (XYZ):
```
18
C5H12N, DFT wB97M-V/def2-TZVPD
C -1.3023 0.6116 1.6600
C -2.2166 0.0104 0.5257
C -1.5607 0.1397 -0.9347
C -0.1741 -0.3898 -1.0707
C 0.7376 -0.2948 -0.1115
N 3.8231 -0.0880 -0.2206
H -0.3510 0.3835 1.1384
H -1.4512 0.1646 2.5747
H -1.4864 1.6712 1.8201
H -3.1392 0.6307 0.6002
H -2.4854 -1.0528 0.6147
H -1.4156 1.2187 -1.1830
H -2.1982 -0.3177 -1.7013
H -0.0237 -1.1218 -1.8358
H 1.4518 -1.1856 -0.0468
H 2.8708 -0.3358 -0.5073
H 4.5800 -0.7349 -0.1549
H 3.9830 0.8338 -0.1881
```

As for the spin multiplicity: 2. The calculation puts the LUMO energy (alpha / beta) at 1.145 / -0.546 eV. As for the energy above the lowest of the compared OMol25 structures with the same formula, charge and spin: 63.6 kcal per mole. The max |F| is 3.85 eV/A. The total charge is 0. As for the expectation value of S²: 0.760. The total energy is -252.2844 Eh. As for the HOMO-LUMO gap (alpha / beta): 9.8 / 8.5 eV.

---

Computed, not measured: 7 unconnected molecules or ions with the total composition C49H71F19I2N7O18S2 in a non-equilibrium geometry, with wB97M-V/def2-TZVPD.

Structure (XYZ):
```
168
C49H71F19I2N7O18S2, DFT wB97M-V/def2-TZVPD
C 1.0790 -5.4020 -0.1560
C 0.9706 -4.7812 -1.6322
C 0.2725 -3.3057 -1.6052
C -0.2311 -2.9287 -3.0770
N -1.3162 -1.9017 -3.1522
N -0.9484 -0.5701 -3.2888
C -0.2860 0.0033 -2.0830
C -1.1795 0.0187 -0.7548
C -2.6322 -2.2178 -3.1512
N -3.5369 -1.0978 -3.2983
C -4.8825 -1.4965 -2.8031
C -5.7915 -0.2029 -2.9955
C -5.1085 1.0542 -2.2076
C -5.1280 0.8924 -0.6173
C -4.2314 2.1239 -0.0238
S -3.3608 1.6959 1.5615
C -4.5093 0.8746 2.7349
N -3.9102 -0.1546 3.5208
N -4.9611 -0.5805 4.2908
C -6.1530 0.1559 3.9881
O -5.8757 1.1219 2.9552
C -5.4423 -2.8758 -3.4820
C -6.8642 -3.3515 -2.9363
C -7.4196 -2.7234 -1.5893
C -8.8228 -1.9288 -1.7779
O -9.7433 -2.3096 -2.5313
O -9.0841 -0.7327 -1.0112
C -5.2959 -2.6027 -5.0333
I -3.5557 -2.9968 -6.3465
C -6.3247 -1.9373 -5.8165
C -7.6877 -1.3638 -5.3059
I -6.1286 -1.5315 -7.9913
C -4.4108 -3.9809 -2.8318
N -4.4939 -4.0789 -1.3621
C -5.2291 -5.1584 -0.6982
C -3.2306 -4.0346 -0.5904
C -2.9901 -2.7336 0.3488
O -2.3620 -4.9234 -0.4821
S -4.4644 -5.6945 -3.5570
O -3.3191 -6.4457 -2.8873
O -4.1968 -5.8500 -5.0166
F -5.8057 -6.6434 -3.2675
N -2.9550 -3.6117 -3.0844
H 2.1251 -5.2616 0.2708
H 0.8633 -6.5204 -0.2351
H 0.3276 -4.9227 0.5554
H 2.0514 -4.5975 -1.9937
H 0.4040 -5.4517 -2.3652
H 1.1390 -2.5862 -1.3409
H -0.5005 -3.2033 -0.7781
H 0.6780 -2.4726 -3.6271
H -0.4801 -3.8826 -3.6814
H -0.3153 -0.4152 -4.0866
H 0.7558 -0.4469 -1.8668
H -0.0710 1.1123 -2.3344
H -1.0428 0.9535 -0.1214
H -2.2907 0.0148 -1.0803
H -0.8962 -0.9034 -0.1436
H -3.5474 -0.6795 -4.2378
H -4.7800 -1.5944 -1.6556
H -6.8533 -0.2647 -2.5972
H -5.7355 0.1082 -4.1091
H -5.7971 1.9516 -2.4524
H -4.0850 1.3339 -2.6308
H -4.6317 -0.0535 -0.2165
H -6.1573 0.9704 -0.1337
H -4.8061 3.1094 0.0024
H -3.3918 2.2708 -0.8070
H -7.1458 -0.0100 4.5207
H -6.8779 -4.4968 -2.7604
H -7.7341 -3.2983 -3.6974
H -6.7543 -2.0340 -0.9879
H -7.7068 -3.5744 -0.8576
H -9.4252 -0.0336 -1.6139
H -8.5466 -1.9783 -5.7803
H -7.8989 -1.3017 -4.2015
H -7.8241 -0.2997 -5.7366
H -4.7965 -6.2283 -0.8008
H -5.1351 -4.9610 0.4433
H -6.3487 -5.2556 -0.8647
H -3.2772 -1.7564 -0.1535
H -3.7294 -2.8760 1.2286
H -1.9506 -2.7333 0.8244
H -2.5522 -4.1832 -3.8411
C 2.7849 2.6247 3.3656
C 2.3859 3.5516 2.2327
O 2.9812 3.1241 0.9945
C 2.3550 2.1211 0.3544
O 1.3560 1.5771 0.7538
C 3.0609 1.8062 -0.9614
F 4.3993 1.7366 -0.8277
F 2.8210 2.7471 -1.8991
F 2.6708 0.6288 -1.4916
H 3.8698 2.5427 3.4314
H 2.3991 2.9906 4.3177
H 2.3995 1.6152 3.2018
H 2.7597 4.5536 2.4303
H 1.2992 3.6270 2.1363
C 7.2283 8.2749 3.7539
C 5.7674 8.4279 4.1288
O 5.0680 7.1819 3.9687
C 5.2006 6.2970 4.9771
O 5.8548 6.4898 5.9676
C 4.3698 5.0470 4.6998
F 4.5159 4.5986 3.4305
F 3.0484 5.2707 4.8761
F 4.6903 4.0185 5.5033
H 7.3249 7.8693 2.7444
H 7.7411 9.2375 3.7999
H 7.7355 7.5819 4.4251
H 5.2897 9.1443 3.4568
H 5.6487 8.8116 5.1456
C -5.5479 6.8433 -4.2705
C -4.9744 6.0561 -5.4325
O -3.6465 5.5960 -5.1294
C -3.5646 4.4824 -4.3781
O -4.5157 3.8737 -3.9574
C -2.1055 4.0811 -4.1772
F -1.3233 5.1280 -3.8504
F -1.5758 3.5411 -5.2945
F -1.9478 3.1676 -3.1975
H -4.8771 7.6597 -3.9917
H -6.5232 7.2589 -4.5306
H -5.6659 6.2121 -3.3866
H -4.8894 6.7042 -6.3072
H -5.6203 5.2197 -5.7126
C 0.3698 -1.5410 6.4484
C 1.6462 -2.0777 7.0664
O 2.6184 -2.3722 6.0503
C 3.3237 -1.3210 5.5862
O 3.1808 -0.1880 5.9654
C 4.3495 -1.7818 4.5541
F 3.8270 -2.6460 3.6580
F 5.3923 -2.4132 5.1312
F 4.8644 -0.7622 3.8425
H -0.0121 -2.2335 5.6939
H -0.3954 -1.3920 7.2125
H 0.5460 -0.5873 5.9453
H 1.4366 -3.0176 7.5814
H 2.0573 -1.3882 7.8084
C 12.7564 8.5559 6.6722
C 13.1528 8.5411 5.2088
O 12.4754 7.4846 4.5090
C 11.2089 7.7456 4.1294
O 10.6362 8.7827 4.3436
C 10.6305 6.5633 3.3566
F 10.8860 5.3809 3.9530
F 11.1410 6.4784 2.1104
F 9.2928 6.6371 3.2182
H 12.9289 7.5770 7.1264
H 13.3297 9.3068 7.2191
H 11.6935 8.7791 6.7904
H 14.2225 8.3393 5.1213
H 12.9664 9.5057 4.7294
C 6.2342 -8.1231 -2.6707
C 4.8430 -8.6699 -2.9250
O 4.4230 -9.5147 -1.8422
C 3.9399 -8.8830 -0.7534
O 3.8499 -7.6872 -0.6469
C 3.4865 -9.8974 0.2932
F 4.3854 -10.8861 0.4754
F 2.3271 -10.4932 -0.0564
F 3.2831 -9.3412 1.5008
H 6.9376 -8.9374 -2.4800
H 6.5842 -7.5458 -3.5286
H 6.2489 -7.4768 -1.7901
H 4.8526 -9.2921 -3.8225
H 4.1186 -7.8690 -3.0957
```

As for the spin multiplicity: 1. The calculation puts the LUMO energy at -3.102 eV. The max |F| is 10.03 eV/A. The total charge is +1. The total energy is -6935.9934 Eh. As for the HOMO-LUMO gap: 7.6 eV.

---

Computed, not measured: 2 unconnected molecules or ions with the total composition C3H4Cl3F in a non-equilibrium geometry, with wB97M-V/def2-TZVPD.

Structure (XYZ):
```
11
C3H4Cl3F, DFT wB97M-V/def2-TZVPD
C -0.5752 -1.3363 0.6216
C 0.6945 -1.0127 0.7824
F 1.0961 -0.0204 1.5720
Cl 2.0253 -1.7972 0.0183
H -1.3390 -0.7781 1.1497
H -0.8611 -2.1521 -0.0294
Cl -0.6632 2.2214 0.5970
C -0.0887 1.4603 -0.8921
Cl -1.1356 0.1444 -1.4394
H 0.9021 1.0534 -0.7071
H -0.0551 2.2172 -1.6729
```

As for the spin multiplicity: 1. The calculation puts the LUMO energy at 0.737 eV. Its SMILES is C=C(F)Cl.ClCCl. As for the energy above the lowest of the compared OMol25 structures with the same formula, charge and spin: 27.9 kcal per mole. The max |F| is 1.71 eV/A. The total charge is 0. The total energy is -1597.1011 Eh. As for the HOMO-LUMO gap: 10.0 eV.

---

Computed, not measured: a molecular structure, C5H8OS2 in a non-equilibrium geometry, with wB97M-V/def2-TZVPD.

Structure (XYZ):
```
16
C5H8OS2, DFT wB97M-V/def2-TZVPD
C -0.5502 -0.2310 -0.7136
C -0.1431 -1.3721 0.2224
C -0.3599 -0.4903 1.3476
C 0.0473 0.6432 0.3859
C 1.5142 0.0968 0.2484
H -1.6110 0.2157 -2.8247
H -1.6429 -0.1386 -0.6146
H -0.5559 -2.3419 0.1282
H 0.2682 -0.7067 2.3054
H -1.4082 -0.4368 1.8021
H -0.3787 2.7114 -0.6764
H 1.9816 0.5088 -0.7698
H 2.2545 0.5854 1.0214
O 1.3618 -1.3361 0.0104
S -0.0884 0.0707 -2.5290
S -0.6892 2.2216 0.6562
```

As for the spin multiplicity: 1. The calculation puts the LUMO energy at 0.409 eV. As for the energy above the lowest of the compared OMol25 structures with the same formula, charge and spin: 81.8 kcal per mole. The max |F| is 5.25 eV/A. The total charge is 0. The total energy is -1066.8011 Eh. As for the HOMO-LUMO gap: 9.5 eV.